(1)
{"formula": "C32H67KN10SiTe", "method": "the ωB97M-V functional and the def2-TZVPD basis", "symbols": ["K", "C", "N", "C", "C", "N", "C", "C", "N", "C", "C", "N", "C", "N", "C", "C", "N", "C", "C", "C", "C", "N", "C", "N", "C", "C", "N", "C", "C", "N", "C", "C", "H", "H", "H", "H", "H", "H", "H", "H", "H", "H", "H", "H", "H", "H", "H", "H", "H", "H", "H", "H", "H", "H", "H", "H", "H", "H", "H", "H", "H", "H", "H", "H", "H", "H", "H", "H", "H", "H", "H", "H", "H", "H", "H", "H", "H", "H", "H", "H", "C", "Si", "C", "C", "C", "C", "C", "C", "C", "H", "H", "H", "H", "H", "H", "H", "H", "H", "H", "H", "C", "Te", "C", "H", "H", "H", "H", "H", "H", "C", "H", "H"], "xyz": [[0.80078, -0.62954, -0.39949], [3.10779, 2.18577, 3.33639], [1.71654, 2.08602, 2.92181], [1.08513, 0.86511, 3.39487], [1.28306, 2.65097, 1.74319], [0.28122, 2.17021, 1.11229], [-0.29846, 2.85385, -0.02498], [-1.79090, 2.53440, -0.11385], [-2.04043, 1.13337, -0.45695], [-2.40953, 0.94420, -1.85227], [-1.85121, -0.32369, -2.49885], [-2.08785, -1.51920, -1.72957], [-2.16272, -2.67424, -2.25350], [-2.20145, -2.98869, -3.65185], [-3.40864, -2.60695, -4.35533], [-0.96074, -2.75299, -4.37752], [-2.23663, -3.78937, -1.43299], [-1.81786, -5.08636, -1.93636], [-1.86154, -3.59448, -0.03620], [-2.98577, 0.47219, 0.43788], [-2.48183, 0.34403, 1.87700], [-1.78045, -0.90527, 2.07831], [-2.10592, -1.72378, 2.99538], [-1.33753, -2.85143, 3.23169], [-1.53725, -3.66763, 4.40747], [0.02972, -2.88299, 2.72358], [-3.26092, -1.65081, 3.84112], [-3.14069, -0.79831, 5.00128], [-4.56239, -1.68505, 3.21072], [2.03709, 3.80873, 1.38198], [2.53098, 3.87013, 0.01765], [1.55997, 5.06154, 1.91924], [3.68877, 1.33382, 2.97092], [3.15042, 2.17107, 4.42831], [3.54950, 3.10858, 2.97464], [1.58815, -0.02170, 2.99006], [0.04445, 0.84200, 3.09802], [1.15799, 0.83503, 4.48657], [0.18015, 2.49908, -0.94907], [-0.17721, 3.94262, 0.00069], [-2.25539, 3.20066, -0.85416], [-2.25107, 2.76697, 0.85079], [-2.00224, 1.77579, -2.43252], [-3.51008, 0.96626, -1.96752], [-0.76839, -0.19395, -2.57564], [-2.23597, -0.34737, -3.52358], [-4.27169, -2.76531, -3.70854], [-3.52113, -3.24055, -5.24100], [-3.41948, -1.56225, -4.69358], [-0.10948, -2.96476, -3.72932], [-0.85865, -1.72276, -4.73939], [-0.91567, -3.42319, -5.24144], [-2.04366, -5.17347, -2.99423], [-2.35450, -5.86723, -1.39132], [-0.74294, -5.24416, -1.78622], [-0.76904, -3.55298, 0.07032], [-2.24714, -4.42940, 0.55360], [-2.27756, -2.66713, 0.34548], [-3.15291, -0.52734, 0.04166], [-3.95995, 1.00222, 0.43210], [-3.31339, 0.50266, 2.56839], [-1.75866, 1.14229, 2.05077], [-2.59082, -3.72606, 4.66548], [-0.98211, -3.28795, 5.27770], [-1.16521, -4.67188, 4.19581], [0.10635, -2.20154, 1.89068], [0.28276, -3.88755, 2.38381], [0.75263, -2.57905, 3.48867], [-2.11088, -0.81201, 5.35874], [-3.78729, -1.16399, 5.80690], [-3.41173, 0.24761, 4.79591], [-4.47951, -2.16784, 2.23744], [-5.00600, -0.69187, 3.06033], [-5.25854, -2.26712, 3.82631], [2.69262, 2.86134, -0.36259], [3.48834, 4.40210, 0.00579], [1.85022, 4.37975, -0.67053], [1.16115, 4.89984, 2.92168], [0.77473, 5.52917, 1.30507], [2.38956, 5.77352, 1.99172], [4.10886, 1.71040, -2.81518], [2.22073, 1.38307, -3.01738], [2.22957, 0.41082, -4.69234], [1.56984, 3.08498, -3.63813], [2.23019, 4.30600, -3.43379], [1.64932, 5.52997, -3.74654], [0.37492, 5.58465, -4.29572], [-0.30037, 4.39028, -4.53449], [0.28763, 3.17826, -4.20885], [4.59437, 2.08343, -3.72763], [4.59433, 0.77296, -2.52993], [4.31975, 2.42033, -2.00889], [2.76446, 0.93204, -5.49713], [1.21169, 0.20648, -5.04342], [2.71089, -0.55949, -4.53566], [3.23342, 4.29391, -3.01875], [2.19327, 6.45172, -3.56291], [-0.08338, 6.53653, -4.53875], [-1.29441, 4.41402, -4.97090], [-0.26598, 2.25816, -4.38588], [4.78682, -1.24718, 3.60943], [3.60756, -1.81529, 1.25268], [3.55168, -3.73140, 2.20866], [4.19528, -1.52221, 4.50543], [4.97560, -0.16259, 3.65431], [5.76414, -1.75092, 3.68874], [4.49393, -4.25246, 2.03685], [2.73573, -4.30994, 1.76922], [3.40310, -3.60857, 3.28152], [2.69997, -2.75433, -0.53738], [2.98472, -3.81570, -0.58300], [3.19130, -2.28971, -1.41000]], "forces_ev_per_a": [[-0.04, 0.04, 0.18], [0.11, -0.02, 0.03], [-0.10, 0.09, -0.08], [0.00, 0.02, 0.06], [0.08, 0.07, 0.09], [0.02, -0.22, -0.02], [-0.02, -0.08, -0.08], [0.16, -0.03, 0.01], [0.00, -0.15, 0.10], [0.03, -0.09, 0.00], [-0.06, 0.05, 0.02], [0.09, 0.05, 0.15], [0.13, -0.08, -0.01], [-0.02, 0.15, -0.03], [0.12, -0.07, 0.06], [-0.08, -0.01, 0.06], [0.09, 0.03, -0.08], [-0.02, -0.08, 0.01], [-0.17, 0.02, 0.02], [-0.03, 0.08, -0.03], [0.02, -0.12, -0.12], [0.10, 0.07, 0.08], [0.08, -0.03, -0.04], [0.02, 0.15, 0.11], [-0.03, -0.05, -0.04], [-0.07, -0.02, -0.01], [-0.06, 0.12, -0.07], [-0.03, -0.08, -0.02], [0.11, 0.01, 0.04], [-0.22, -0.04, -0.20], [-0.01, 0.03, 0.08], [0.11, -0.05, 0.08], [-0.03, -0.02, 0.01], [0.01, -0.02, 0.00], [-0.03, -0.01, 0.00], [0.03, -0.01, -0.03], [-0.10, 0.02, -0.03], [0.03, -0.01, -0.02], [0.01, 0.05, -0.02], [0.00, 0.05, 0.07], [-0.02, 0.00, -0.01], [-0.03, -0.01, 0.00], [-0.04, 0.02, 0.00], [0.00, 0.03, 0.00], [0.14, 0.13, -0.13], [-0.01, -0.09, -0.09], [-0.01, -0.01, 0.00], [-0.02, 0.00, -0.01], [0.00, 0.04, -0.01], [0.01, -0.01, 0.00], [0.01, 0.03, 0.01], [0.02, -0.01, 0.00], [-0.02, 0.00, 0.02], [0.01, 0.00, 0.02], [0.01, 0.04, 0.01], [-0.02, 0.00, -0.04], [0.03, -0.03, -0.03], [0.03, -0.04, -0.02], [-0.08, 0.01, 0.00], [0.03, 0.06, -0.01], [-0.09, -0.07, 0.07], [0.03, 0.04, 0.05], [0.02, -0.02, -0.01], [0.02, 0.00, -0.01], [0.01, 0.00, 0.02], [0.15, -0.02, -0.08], [0.01, 0.01, 0.00], [-0.02, 0.01, 0.01], [-0.01, 0.00, 0.02], [0.00, 0.00, 0.01], [0.01, 0.01, 0.00], [-0.01, -0.01, 0.00], [0.02, 0.05, -0.02], [-0.01, 0.00, -0.01], [0.00, 0.00, -0.01], [0.01, -0.01, -0.01], [-0.02, 0.04, -0.05], [0.03, 0.00, 0.00], [-0.02, -0.02, -0.02], [-0.01, 0.01, 0.00], [0.01, 0.10, -0.03], [-0.11, -0.20, 0.07], [-0.04, -0.01, -0.04], [-0.03, 0.18, -0.05], [0.02, -0.08, -0.04], [-0.05, 0.05, -0.03], [0.04, -0.04, 0.00], [-0.02, 0.03, -0.03], [0.06, -0.04, 0.07], [-0.03, 0.01, -0.01], [-0.01, 0.00, -0.01], [0.02, -0.01, 0.00], [0.01, 0.02, 0.03], [0.01, 0.01, 0.00], [-0.01, -0.01, 0.01], [0.00, 0.02, 0.02], [0.02, -0.01, 0.01], [0.00, 0.00, 0.01], [0.00, -0.02, 0.00], [-0.03, 0.01, 0.00], [0.00, 0.05, 0.45], [0.21, -0.03, -0.18], [-0.10, -0.08, 0.13], [0.01, 0.04, -0.03], [0.02, -0.02, -0.04], [-0.04, -0.06, -0.09], [0.00, 0.03, -0.02], [0.01, 0.05, -0.05], [0.03, 0.06, -0.04], [-0.61, -0.11, -0.22], [0.15, 0.02, 0.12], [0.08, 0.05, 0.03]], "lowdin_charge": [0.25, -0.05, -0.14, -0.06, -0.38, 0.10, -0.21, -0.18, -0.15, -0.19, -0.22, 0.11, -0.38, -0.21, -0.09, -0.07, -0.14, -0.08, -0.07, -0.19, -0.20, 0.12, -0.39, -0.14, -0.08, -0.06, -0.21, -0.08, -0.08, -0.20, -0.08, -0.09, 0.06, 0.08, 0.08, 0.04, 0.05, 0.08, 0.08, 0.10, 0.11, 0.11, 0.11, 0.12, 0.07, 0.09, 0.09, 0.08, 0.07, 0.10, 0.07, 0.08, 0.07, 0.07, 0.09, 0.08, 0.08, 0.05, 0.09, 0.11, 0.08, 0.08, 0.07, 0.08, 0.08, 0.03, 0.09, 0.09, 0.09, 0.08, 0.08, 0.09, 0.07, 0.08, 0.07, 0.09, 0.07, 0.09, 0.07, 0.08, -0.30, 0.55, -0.30, -0.33, -0.14, -0.13, -0.14, -0.13, -0.14, 0.01, 0.01, -0.01, 0.00, -0.02, 0.00, 0.08, 0.09, 0.08, 0.08, 0.08, -0.41, 0.95, -0.49, -0.11, -0.12, -0.11, -0.02, -0.03, -0.03, -0.69, -0.16, -0.16], "orbital_gap_ev": 2.4, "total_charge": -2, "mol_weight_g_mol": 786.7, "total_energy_ev": -80661.27563, "e_lumo_ev": 3.57}

(2)
{"formula": "C32H67N4O6", "method": "the ωB97M-V functional and the def2-TZVPD basis", "symbols": ["C", "C", "C", "C", "C", "C", "C", "C", "C", "C", "C", "O", "C", "N", "C", "C", "C", "C", "N", "O", "C", "C", "C", "C", "H", "H", "H", "H", "H", "H", "H", "H", "H", "H", "H", "H", "H", "H", "H", "H", "H", "H", "H", "H", "H", "H", "H", "H", "H", "H", "H", "H", "H", "H", "H", "H", "H", "H", "H", "H", "H", "C", "O", "C", "C", "N", "C", "C", "O", "C", "H", "H", "H", "H", "H", "H", "H", "H", "H", "H", "H", "H", "H", "H", "H", "C", "O", "C", "C", "N", "C", "C", "O", "C", "H", "H", "H", "H", "H", "H", "H", "H", "H", "H", "H", "H", "H", "H", "H"], "xyz": [[2.05098, 1.22159, -2.27439], [2.68281, -0.10056, -2.69641], [2.23363, -1.27501, -1.84285], [2.70651, -1.27915, -0.39154], [1.85355, -2.19810, 0.49956], [0.85107, -1.51464, 1.42268], [-0.05020, -0.46639, 0.77187], [-0.88816, 0.29062, 1.80208], [-0.19623, 1.33992, 2.71017], [1.17708, 1.83385, 2.28048], [1.83977, 2.80475, 3.25473], [1.76665, 2.21536, 4.62790], [2.21862, 1.01866, 4.72441], [2.62649, -0.05778, 4.81525], [3.32212, 2.99727, 2.90315], [3.72917, 4.42494, 2.49358], [4.01721, 5.28853, 3.73775], [4.98217, 4.36874, 1.62013], [2.62113, 4.98795, 1.68499], [2.55972, 4.50773, 0.50331], [1.30654, 5.20280, 2.37354], [1.26892, 6.59030, 3.03800], [0.20033, 5.16476, 1.32390], [1.07753, 4.10673, 3.43469], [2.38374, 2.04546, -2.89568], [0.97336, 1.11123, -2.34505], [2.29052, 1.43596, -1.23701], [3.77097, -0.01506, -2.69131], [2.38450, -0.30288, -3.72671], [2.58737, -2.19334, -2.31458], [1.14172, -1.31118, -1.85277], [3.74069, -1.61558, -0.35041], [2.67209, -0.26704, 0.00953], [2.50750, -2.81914, 1.11119], [1.31517, -2.89362, -0.14945], [1.35350, -1.10318, 2.30009], [0.18476, -2.28746, 1.80498], [0.49885, 0.21245, 0.11995], [-0.75164, -0.99178, 0.11956], [-1.32035, -0.47221, 2.44972], [-1.73352, 0.75407, 1.29512], [-0.12659, 0.91301, 3.70835], [-0.86395, 2.19388, 2.81054], [1.12244, 2.34720, 1.31929], [1.85423, 0.99718, 2.12842], [3.57568, 2.31757, 2.09436], [3.94128, 2.72630, 3.75584], [3.71502, 6.31729, 3.61078], [3.55304, 4.87918, 4.63148], [5.08786, 5.29740, 3.91949], [5.08661, 5.30038, 1.06992], [5.85851, 4.19104, 2.23428], [4.90878, 3.57461, 0.88383], [1.78794, 7.31773, 2.41818], [1.73209, 6.58893, 4.01596], [0.23716, 6.90750, 3.15490], [-0.72324, 5.49295, 1.79450], [0.43215, 5.83244, 0.50037], [0.03809, 4.16789, 0.92723], [1.30400, 4.48846, 4.42735], [0.01353, 3.88467, 3.43873], [-4.08668, 3.76981, -6.44736], [-4.51502, 2.44451, -6.21303], [-4.28833, 1.54963, -7.29427], [-3.27068, 0.49604, -6.92207], [-1.94565, 1.07742, -6.76492], [-0.93523, 0.16605, -6.24074], [-1.12127, -0.37388, -4.82874], [-1.01190, 0.60854, -3.81753], [-2.20045, 1.30799, -3.50348], [-4.41242, 4.36770, -5.59825], [-2.99693, 3.84582, -6.53390], [-4.53746, 4.17821, -7.35703], [-3.96177, 2.09928, -8.18177], [-5.23807, 1.05990, -7.52684], [-3.23294, -0.25357, -7.71815], [-3.63076, -0.00415, -6.01165], [-2.01009, 1.88282, -6.15600], [0.02526, 0.68609, -6.27019], [-0.85578, -0.68559, -6.92422], [-0.31133, -1.08469, -4.64223], [-2.06179, -0.92706, -4.71419], [-3.08636, 0.68541, -3.65410], [-2.30836, 2.22595, -4.08882], [-2.14484, 1.58901, -2.45101], [-1.88346, -8.41176, 4.44456], [-1.20295, -8.33668, 3.20915], [-1.96966, -8.74496, 2.08426], [-2.23711, -7.58006, 1.15905], [-3.14232, -6.61913, 1.77220], [-3.32041, -5.38128, 1.02275], [-2.10996, -4.47463, 0.83974], [-1.64316, -3.88686, 2.03830], [-0.72115, -4.66178, 2.78463], [-1.16068, -8.17889, 5.22411], [-2.71148, -7.69677, 4.50772], [-2.27753, -9.41737, 4.62063], [-2.91047, -9.19938, 2.40821], [-1.39348, -9.50184, 1.54465], [-2.69612, -7.95789, 0.24047], [-1.26527, -7.14263, 0.88951], [-2.80582, -6.39655, 2.69998], [-4.09505, -4.79872, 1.52704], [-3.70962, -5.63543, 0.03139], [-2.41779, -3.64331, 0.19926], [-1.28446, -4.98282, 0.32585], [-0.11025, -5.29389, 2.13463], [-1.21848, -5.29167, 3.52747], [-0.06575, -3.97211, 3.31701]], "forces_ev_per_a": [[0.02, -0.53, 0.18], [-0.01, 0.23, -0.08], [0.03, -0.07, -0.01], [-0.20, -0.05, 0.14], [0.13, -0.12, -0.13], [-0.15, 0.01, -0.04], [-0.01, -0.10, 0.09], [0.01, -0.01, -0.06], [-0.14, -0.25, 0.01], [-0.11, 0.05, -0.12], [0.09, 0.00, -0.20], [-0.05, 0.04, 0.16], [0.13, -0.17, -0.04], [-0.04, 0.07, 0.03], [0.12, 0.11, -0.05], [0.22, 0.12, 0.27], [0.06, -0.21, -0.08], [-0.33, -0.07, -0.25], [-0.22, -0.52, 0.11], [0.03, 0.14, -0.17], [-0.02, 0.22, -0.05], [0.12, -0.12, -0.12], [0.04, -0.04, 0.00], [-0.19, 0.10, 0.15], [-0.01, 0.17, -0.06], [-0.22, 0.22, -0.10], [0.10, 0.26, 0.15], [0.12, -0.06, 0.01], [0.09, -0.02, -0.13], [-0.11, -0.18, -0.02], [-0.12, 0.00, -0.05], [0.18, 0.14, -0.04], [0.14, 0.13, 0.09], [0.02, -0.06, 0.10], [-0.07, -0.08, -0.07], [0.17, 0.14, -0.01], [-0.03, -0.02, 0.17], [0.14, 0.14, 0.03], [-0.02, -0.02, -0.14], [-0.16, -0.01, 0.09], [-0.01, 0.13, -0.11], [0.12, -0.01, 0.11], [-0.12, 0.05, 0.00], [0.08, 0.06, -0.13], [0.09, -0.17, 0.01], [0.02, -0.06, -0.11], [0.03, -0.17, 0.10], [-0.01, 0.19, -0.08], [-0.18, 0.11, 0.08], [0.10, -0.07, 0.06], [0.17, 0.16, 0.07], [0.10, 0.01, 0.09], [-0.03, -0.03, -0.09], [-0.05, 0.09, -0.12], [0.03, 0.04, 0.16], [-0.11, 0.05, 0.06], [-0.09, 0.01, 0.06], [-0.02, 0.05, -0.10], [0.08, -0.07, -0.13], [0.14, 0.04, 0.06], [-0.10, -0.01, 0.13], [-0.05, -0.01, 0.02], [0.10, 0.03, 0.04], [-0.10, -0.02, -0.07], [0.11, 0.03, 0.09], [-0.08, -0.02, 0.10], [0.03, 0.09, -0.10], [0.07, -0.15, 0.03], [-0.05, 0.05, 0.00], [0.09, 0.03, 0.11], [0.00, -0.01, 0.01], [-0.01, -0.01, -0.04], [0.01, 0.02, -0.02], [0.05, -0.01, -0.01], [-0.01, 0.02, 0.00], [0.01, -0.02, 0.00], [-0.04, -0.04, -0.03], [0.01, 0.03, 0.01], [0.01, -0.01, 0.00], [-0.01, -0.02, 0.00], [0.00, 0.00, 0.02], [-0.04, 0.06, -0.04], [-0.02, 0.00, -0.02], [-0.05, -0.04, -0.05], [0.00, -0.02, 0.00], [0.05, -0.02, -0.01], [-0.04, 0.09, 0.04], [0.03, -0.11, -0.04], [-0.01, 0.13, 0.05], [0.12, 0.01, 0.00], [-0.10, -0.06, 0.06], [0.01, 0.09, -0.14], [0.02, -0.06, 0.09], [-0.02, 0.10, 0.04], [0.01, 0.01, 0.00], [-0.03, -0.03, -0.02], [-0.02, -0.01, 0.01], [-0.04, 0.03, -0.01], [0.00, -0.01, 0.02], [0.00, 0.01, -0.02], [0.01, -0.04, -0.05], [0.00, 0.00, 0.03], [-0.01, 0.01, -0.02], [0.01, 0.00, -0.02], [0.02, 0.01, 0.01], [-0.01, -0.06, 0.04], [0.00, -0.03, 0.00], [0.01, -0.06, -0.04], [0.00, 0.01, -0.01]], "mulliken_spin": [0.00, 0.00, 0.00, 0.00, 0.00, 0.00, 0.00, 0.00, 0.01, -0.02, -0.02, 0.00, 0.00, 0.00, 0.05, -0.02, 0.02, 0.00, 0.44, 0.51, -0.01, 0.02, 0.00, 0.03, 0.00, 0.00, 0.01, 0.00, 0.00, 0.00, 0.00, 0.00, 0.00, 0.00, 0.00, 0.00, 0.00, 0.00, 0.00, 0.00, 0.00, 0.00, 0.00, 0.02, -0.01, 0.00, 0.00, -0.01, 0.00, 0.00, 0.00, 0.00, 0.00, -0.01, 0.00, 0.00, 0.00, 0.00, 0.01, 0.00, 0.00, 0.00, 0.00, 0.00, 0.00, 0.00, 0.00, 0.00, 0.00, 0.00, 0.00, 0.00, 0.00, 0.00, 0.00, 0.00, 0.00, 0.00, 0.00, 0.00, 0.00, 0.00, 0.00, 0.00, 0.00, 0.00, 0.00, 0.00, 0.00, 0.00, 0.00, 0.00, 0.00, 0.00, 0.00, 0.00, 0.00, 0.00, 0.00, 0.00, 0.00, 0.00, 0.00, 0.00, 0.00, 0.00, 0.00, 0.00, 0.00], "orbital_gap_ev": [9.1, 9.0], "total_charge": 0, "mol_weight_g_mol": 603.9, "total_energy_ev": -52511.11376, "spin_multiplicity": 2, "e_lumo_ev": [0.63, 0.37]}